Arrangement P

A 10-piece molecular cluster, C46H122N10O13 overall. Source: the OMol25 dataset; level of theory: ωB97M-V with the def2-TZVPD basis set.

Geometry (Å):
C1 -0.8417 3.4218 -3.8381
O1 -0.8435 2.1431 -3.2524
C2 -2.1407 1.6430 -2.9495
C3 -2.0473 0.3017 -2.2819
N1 -1.5374 0.3669 -0.9254
C4 -1.2960 -0.9694 -0.4114
C5 -0.5821 -0.9544 0.9149
O2 -1.5152 -0.7942 1.9602
C6 -0.9235 -0.4658 3.1854
H1 0.2118 3.6992 -3.8850
H2 -1.3581 4.1913 -3.2521
H3 -1.2434 3.4358 -4.8563
H4 -2.6596 1.5173 -3.9192
H5 -2.7665 2.4025 -2.4618
H6 -1.3727 -0.2516 -2.9670
H7 -3.0168 -0.1995 -2.2697
H8 -0.7032 0.9450 -0.8822
H9 -0.7811 -1.6569 -1.1041
H10 -2.2878 -1.4116 -0.2748
H11 0.2185 -0.2042 0.8926
H12 -0.0499 -1.9058 1.0611
H13 -0.1370 0.2993 3.0900
H14 -0.5035 -1.3008 3.7579
H15 -1.6607 0.0381 3.8159
C7 4.0135 7.9394 5.2175
O3 4.0354 6.8437 4.3258
C8 3.6174 5.6518 4.9450
C9 3.3952 4.6190 3.8383
N2 2.8587 3.3532 4.2510
C10 1.5000 3.3361 4.7221
C11 0.5169 3.3800 3.5620
O4 -0.7807 3.4572 4.1176
C12 -1.8381 3.2803 3.1999
H16 4.8110 7.8501 5.9651
H17 3.0378 8.0596 5.6972
H18 4.2103 8.8487 4.6490
H19 2.7083 5.7458 5.5466
H20 4.4534 5.3063 5.5700
H21 4.3712 4.5092 3.3550
H22 2.7720 5.0656 3.0578
H23 3.5021 2.7305 4.7058
H24 1.2690 4.0887 5.4845
H25 1.2716 2.3876 5.2214
H26 0.7108 2.5116 2.9263
H27 0.6589 4.3060 2.9889
H28 -1.7755 2.2628 2.7948
H29 -1.8576 3.9910 2.3635
H30 -2.7663 3.3975 3.7570
C13 -2.2538 -12.3162 1.5740
O5 -2.4760 -10.9531 1.7387
C14 -1.3993 -10.1901 1.2709
C15 -1.7684 -8.7148 1.2678
N3 -1.9965 -8.1853 2.6112
C16 -0.7903 -7.7297 3.2803
C17 -0.3340 -6.3604 2.7846
O6 -0.0797 -5.5237 3.8710
C18 0.5195 -4.2967 3.4800
H31 -1.3325 -12.6655 2.0539
H32 -2.3315 -12.6496 0.5286
H33 -3.0432 -12.9311 2.0259
H34 -1.0173 -10.4933 0.2856
H35 -0.5331 -10.3213 1.9443
H36 -2.7045 -8.6078 0.7075
H37 -1.0203 -8.1697 0.6905
H38 -2.4917 -8.9053 3.1199
H39 0.0283 -8.4602 3.1989
H40 -1.0528 -7.6433 4.3362
H41 -1.0976 -5.9794 2.0849
H42 0.5421 -6.4851 2.1236
H43 0.5967 -3.7111 4.3940
H44 -0.1782 -3.7747 2.8068
H45 1.4629 -4.4329 2.9437
C19 -1.7522 4.2526 -7.6171
C20 -2.7431 3.9125 -8.7386
C21 -3.7587 2.9096 -8.2588
O7 -3.0791 1.8062 -7.6926
C22 -3.9407 0.9058 -7.0386
N4 -3.4466 5.1173 -9.2182
H46 -1.0803 3.4378 -7.3375
H47 -2.3354 4.3291 -6.6804
H48 -1.2359 5.2005 -7.7498
H49 -2.1346 3.5699 -9.5798
H50 -4.3920 2.5471 -9.0744
H51 -4.3592 3.4255 -7.4912
H52 -3.4016 0.0267 -6.7057
H53 -4.8713 0.6904 -7.5781
H54 -4.3449 1.4203 -6.1432
H55 -2.7415 5.8350 -9.3602
H56 -3.9985 5.4986 -8.4504
C23 -5.2030 -0.5472 4.0504
C24 -5.6037 0.1365 2.7397
C25 -4.9038 1.4846 2.5959
O8 -5.3061 2.3762 3.6268
C26 -6.4937 3.0516 3.3247
N5 -5.3006 -0.6645 1.5648
H57 -5.7692 -0.1190 4.8880
H58 -4.1760 -0.3026 4.3255
H59 -5.4069 -1.6161 4.0579
H60 -6.6546 0.4360 2.7858
H61 -5.1365 1.9102 1.6110
H62 -3.8163 1.3943 2.6187
H63 -7.2603 2.4919 2.7686
H64 -6.2752 3.9352 2.7112
H65 -7.0292 3.3359 4.2321
H66 -5.7049 -1.5832 1.6871
H67 -4.2970 -0.7321 1.4615
C27 3.6058 8.0523 -7.6099
C28 3.9244 6.5769 -7.7976
C29 3.2149 5.6167 -6.8859
O9 3.4177 5.9738 -5.5382
C30 2.8826 4.9973 -4.6670
N6 3.8330 6.1289 -9.2117
H68 2.9513 8.4373 -8.3944
H69 4.4908 8.6885 -7.5699
H70 3.1423 8.2146 -6.6339
H71 5.0015 6.4948 -7.5663
H72 3.5234 4.5753 -7.0539
H73 2.1323 5.6208 -7.1081
H74 3.4403 4.0609 -4.6127
H75 1.8288 4.8147 -4.9151
H76 2.8425 5.5281 -3.7136
H77 4.3121 5.2336 -9.2714
H78 4.4279 6.7242 -9.7804
C31 0.8102 -0.9229 -7.4757
C32 0.4893 -0.2793 -6.1474
C33 1.6867 0.0599 -5.2643
O10 2.3402 -1.0634 -4.7353
C34 1.6400 -1.6982 -3.6766
N7 -0.2311 1.0101 -6.3564
H79 1.5941 -1.6596 -7.2539
H80 1.3292 -0.2313 -8.1425
H81 -0.0406 -1.4131 -7.9386
H82 -0.2424 -0.8491 -5.5611
H83 1.2892 0.7255 -4.4835
H84 2.3917 0.6396 -5.8622
H85 1.8604 -2.7625 -3.7429
H86 0.5543 -1.5892 -3.7303
H87 1.9663 -1.2856 -2.7156
H88 -0.9376 0.8944 -7.0714
H89 -0.6286 1.3533 -5.4920
C35 3.2393 -1.9571 2.5378
C36 3.5439 -2.6447 1.2363
C37 3.5565 -4.1525 1.3222
O11 4.5316 -4.5883 2.2262
C38 4.5043 -5.9699 2.4936
N8 2.5024 -2.2602 0.2676
H90 2.2245 -2.2355 2.8623
H91 3.1963 -0.8719 2.4627
H92 3.8711 -2.3218 3.3476
H93 4.5465 -2.3701 0.8718
H94 3.6813 -4.5386 0.2952
H95 2.5569 -4.5239 1.6068
H96 5.5110 -6.3766 2.4267
H97 3.8494 -6.5171 1.8035
H98 4.0575 -6.1673 3.4757
H99 2.4256 -1.2484 0.3027
H100 2.7674 -2.4811 -0.6865
C39 0.8205 3.4205 0.1945
C40 1.8664 2.4594 -0.3673
C41 2.4895 1.6126 0.7250
O12 3.3369 0.5853 0.2459
C42 4.4925 1.0195 -0.4277
N9 1.2124 1.5187 -1.2844
H101 0.2454 3.8823 -0.6149
H102 1.3779 4.1771 0.7499
H103 0.0194 2.9804 0.7896
H104 2.5847 3.0971 -0.9002
H105 1.6702 1.1523 1.2793
H106 3.0467 2.2197 1.4532
H107 4.9644 0.1101 -0.8115
H108 5.2404 1.4341 0.2582
H109 4.3077 1.6654 -1.2875
H110 0.8143 1.9106 -2.1279
H111 1.8187 0.7272 -1.4568
C43 -2.0691 -2.8659 6.3179
C44 -1.2355 -3.0466 7.5770
C45 -1.4325 -4.3939 8.2129
O13 -0.7331 -4.4359 9.4344
C46 -0.4624 -5.7561 9.8582
N10 0.1730 -2.7816 7.2792
H112 -1.6728 -1.9740 5.8310
H113 -3.1458 -2.9037 6.4871
H114 -1.9630 -3.6637 5.5693
H115 -1.6177 -2.3083 8.3019
H116 -1.0493 -5.1659 7.5263
H117 -2.4989 -4.6226 8.3443
H118 0.1845 -5.6898 10.7328
H119 0.0641 -6.3425 9.0988
H120 -1.3889 -6.2600 10.1571
H121 0.2254 -1.8016 7.0321
H122 0.7511 -2.9869 8.0828

- orbital gap (Eh) = 0.3281
- SMILES = COC[C@H](C)N.COC[C@H](C)N.COC[C@H](C)N.COC[C@H](C)N.COC[C@H](C)N.COC[C@H](C)N.COC[C@H](C)N.COCCNCCOC.COCCNCCOC.COCCNCCOC


Arrangement Q

A 10-piece molecular cluster, C46H122N10O13 overall. Source: the OMol25 dataset; level of theory: ωB97M-V with the def2-TZVPD basis set.

Geometry (Å):
C1 2.3232 -3.8969 9.8456
O1 1.9787 -3.6347 8.5001
C2 0.9055 -2.7055 8.4121
C3 0.7613 -2.0746 7.0319
N1 -0.5799 -2.0159 6.4993
C4 -1.1705 -3.3261 6.2781
C5 -2.5284 -3.1029 5.6150
O2 -2.2841 -2.4920 4.3595
C6 -3.1783 -2.7487 3.3133
H1 2.3833 -2.9856 10.4409
H2 3.3107 -4.3602 9.8131
H3 1.6803 -4.6594 10.2937
H4 1.0218 -1.9427 9.1935
H5 0.0002 -3.1964 8.7953
H6 1.5281 -2.4285 6.3266
H7 1.1770 -1.0659 7.1509
H8 -0.6645 -1.4227 5.6873
H9 -1.3089 -3.8927 7.1972
H10 -0.5937 -3.9270 5.5589
H11 -3.0783 -2.3837 6.2311
H12 -3.0836 -4.0420 5.5489
H13 -3.7783 -3.6575 3.4394
H14 -2.6877 -2.9065 2.3479
H15 -3.8401 -1.8855 3.2130
C7 -4.3218 -0.0159 1.3830
O3 -5.1321 0.6420 0.4306
C8 -4.5480 0.6722 -0.8571
C9 -5.4146 1.5594 -1.7450
N2 -6.5199 0.7296 -2.2831
C10 -7.2877 1.4999 -3.3002
C11 -8.4407 2.2621 -2.7084
O4 -9.3996 1.3317 -2.2354
C12 -10.6055 1.9660 -1.8941
H16 -3.8700 -0.9448 1.0373
H17 -4.9112 -0.1850 2.2859
H18 -3.5820 0.7061 1.7535
H19 -4.4985 -0.3535 -1.2505
H20 -3.4790 0.9344 -0.8494
H21 -4.9008 2.0436 -2.5741
H22 -5.7999 2.3814 -1.1278
H23 -7.1353 0.6037 -1.4834
H24 -7.6922 0.7413 -3.9747
H25 -6.5731 2.1225 -3.8372
H26 -8.8247 2.9838 -3.4470
H27 -8.2079 2.9330 -1.8671
H28 -10.5509 2.7138 -1.0944
H29 -11.2670 1.1989 -1.4858
H30 -11.0906 2.3995 -2.7732
C13 2.8150 -0.1969 -5.1990
O5 3.5748 -0.3193 -4.0224
C14 2.7472 -0.5576 -2.8734
C15 3.6166 -0.2783 -1.6511
N3 4.7673 -1.2014 -1.5702
C16 4.3342 -2.4345 -0.8996
C17 5.2078 -3.6443 -1.2475
O6 4.7913 -4.3054 -2.4511
C18 5.2308 -3.7177 -3.6716
H31 1.8747 0.3501 -5.0633
H32 2.5346 -1.1294 -5.7036
H33 3.4358 0.3766 -5.8910
H34 2.3085 -1.5584 -2.9467
H35 1.9333 0.1778 -2.9013
H36 3.0247 -0.1319 -0.7514
H37 4.0740 0.6911 -1.8776
H38 5.1535 -1.3771 -2.4807
H39 3.2705 -2.6907 -0.9836
H40 4.4711 -2.1892 0.1616
H41 5.1293 -4.3966 -0.4635
H42 6.2629 -3.3503 -1.2573
H43 4.8901 -2.6970 -3.8289
H44 4.8217 -4.3248 -4.4770
H45 6.3235 -3.7638 -3.6993
C19 -2.1344 -8.2241 -2.1331
C20 -2.9645 -6.9598 -1.8961
C21 -2.4488 -5.7447 -2.6109
O7 -3.3566 -4.6640 -2.3785
C22 -3.1444 -3.4498 -3.0908
N4 -4.3410 -7.3065 -2.3689
H46 -1.1133 -8.0849 -1.7704
H47 -2.2107 -8.5569 -3.1659
H48 -2.5739 -9.0237 -1.5330
H49 -3.0631 -6.7537 -0.8235
H50 -2.2410 -5.9550 -3.6639
H51 -1.5498 -5.3722 -2.1124
H52 -2.1063 -3.2452 -3.3491
H53 -3.6140 -2.7067 -2.4449
H54 -3.7984 -3.5023 -3.9686
H55 -4.8470 -6.4382 -2.2051
H56 -4.7092 -8.0732 -1.8263
C23 3.7463 5.1152 1.2049
C24 4.7523 5.1298 2.3515
C25 5.7614 3.9585 2.2469
O8 5.1680 2.6834 2.3576
C26 5.3730 1.8833 1.2010
N5 5.4424 6.4285 2.3753
H57 4.0354 5.6623 0.3089
H58 2.7800 5.5496 1.4796
H59 3.4544 4.0860 0.9825
H60 4.2889 5.0385 3.3359
H61 6.4722 4.1104 3.0669
H62 6.3944 4.0992 1.3627
H63 4.9994 2.4067 0.3170
H64 4.9051 0.9133 1.3470
H65 6.4390 1.6977 1.0318
H66 5.7070 6.6196 1.4095
H67 6.3412 6.3371 2.8465
C27 -2.9184 4.6187 -4.7005
C28 -2.2864 3.7608 -3.5809
C29 -2.2477 2.2844 -3.9407
O9 -3.5250 1.9127 -4.3806
C30 -3.7246 0.5488 -4.6631
N6 -1.0104 4.3033 -3.1717
H68 -3.0708 5.6592 -4.4114
H69 -3.9600 4.3056 -4.8446
H70 -2.4164 4.4829 -5.6579
H71 -2.9743 3.8389 -2.7327
H72 -1.7901 1.7045 -3.1279
H73 -1.5431 2.0843 -4.7661
H74 -3.6786 -0.0697 -3.7570
H75 -2.9727 0.1546 -5.3541
H76 -4.7218 0.3470 -5.0484
H77 -0.9878 5.2948 -2.9764
H78 -0.2711 4.2153 -3.8612
C31 -1.3410 -1.5875 -0.6558
C32 -0.1620 -0.8038 -0.1263
C33 -0.0929 0.6091 -0.6306
O10 1.1062 1.2212 -0.3041
C34 1.1652 2.5119 -0.8875
N7 -0.2036 -0.8447 1.3391
H79 -1.2759 -1.7717 -1.7338
H80 -2.2933 -1.0836 -0.5036
H81 -1.3203 -2.5834 -0.2122
H82 0.7778 -1.2844 -0.4489
H83 -0.9865 1.1891 -0.3313
H84 -0.2971 0.6123 -1.7187
H85 0.3040 3.0773 -0.5247
H86 1.0804 2.3139 -1.9644
H87 2.0765 3.0995 -0.8079
H88 0.5191 -0.2005 1.6789
H89 0.2154 -1.7423 1.5604
C35 1.8601 -2.6057 3.4720
C36 2.0348 -3.8956 2.6938
C37 1.1734 -3.8610 1.4262
O11 1.1722 -5.0578 0.7044
C38 0.2974 -5.1207 -0.3622
N8 3.4517 -4.0637 2.2820
H90 2.2807 -1.8694 2.7791
H91 2.5264 -2.6620 4.3338
H92 0.8378 -2.3930 3.7778
H93 1.6709 -4.7558 3.2716
H94 1.4913 -3.0460 0.7672
H95 0.2002 -3.6733 1.9071
H96 0.1937 -6.1117 -0.8013
H97 0.4400 -4.4074 -1.1885
H98 -0.7414 -4.8743 -0.0755
H99 3.4894 -4.9780 1.8336
H100 3.9639 -4.2057 3.1534
C39 2.7786 4.0424 -4.6046
C40 3.5059 5.0689 -3.7473
C41 2.7982 6.4238 -3.8349
O12 3.0092 6.9625 -5.1337
C42 2.4245 8.2202 -5.3287
N9 3.5407 4.5568 -2.3937
H101 2.7984 4.2979 -5.6687
H102 1.7467 3.8889 -4.2918
H103 3.2914 3.0751 -4.6392
H104 4.5185 5.1425 -4.1643
H105 3.2492 7.1401 -3.1406
H106 1.7244 6.3024 -3.6708
H107 3.1402 9.0353 -5.4533
H108 1.7614 8.5401 -4.5171
H109 1.7808 8.2151 -6.2107
H110 4.0934 5.1987 -1.8356
H111 3.9058 3.6242 -2.2721
C43 0.2264 2.5875 5.4233
C44 -0.4332 2.2682 4.0795
C45 0.6309 2.1738 2.9226
O13 1.3621 0.9699 3.0177
C46 2.6144 1.0986 3.6945
N10 -1.1511 1.0066 4.1942
H112 -0.4539 2.8356 6.2341
H113 1.0435 3.3011 5.3034
H114 0.7312 1.6739 5.7577
H115 -1.0993 3.0958 3.8197
H116 1.2391 3.0831 2.9424
H117 0.0968 2.0931 1.9729
H118 2.4104 0.8470 4.7417
H119 3.0272 2.1050 3.7292
H120 3.3796 0.3830 3.4018
H121 -1.4785 0.6668 3.2872
H122 -0.4062 0.3178 4.3282

- orbital gap (Eh) = 0.3313
- SMILES = COC[C@H](C)N.COC[C@H](C)N.COC[C@H](C)N.COC[C@H](C)N.COC[C@H](C)N.COC[C@H](C)N.COC[C@H](C)N.COCCNCCOC.COCCNCCOC.COCCNCCOC


What should be chosen as the most stable of them? Choose arrangement P.


Arrangement P

A 3-piece molecular cluster, C4H15N2O2 overall. Source: the OMol25 dataset; level of theory: ωB97M-V with the def2-TZVPD basis set.

Geometry (Å):
C1 -2.4901 2.1424 0.0821
C2 -1.1122 2.1164 0.8929
C3 -0.1968 1.0096 0.4534
C4 -0.0926 -0.1319 1.1127
N1 0.6232 -1.3181 0.5164
N2 -2.3375 1.6096 -1.2547
H1 -2.7906 3.2026 0.0445
H2 -3.1745 1.5332 0.6922
H3 -1.3432 1.8216 1.9364
H4 -0.6137 3.1100 0.8677
H5 0.2829 1.0730 -0.5535
H6 -0.4851 -0.3906 2.1004
H7 0.4576 -2.0814 1.1995
H8 0.4968 -1.7249 -0.4189
H9 1.6335 -1.2254 0.6667
H10 -1.3738 1.5635 -1.5442
H11 -2.8464 2.1492 -1.9399
H12 1.1946 -4.2626 0.0835
H13 2.3263 -3.8824 -0.7709
O1 1.5382 -3.4847 -0.3794
H14 4.0860 -1.1061 -0.8590
H15 3.0038 -0.4449 -1.6829
O2 3.2137 -1.2784 -1.2449

- charge = +1
- orbital gap (Eh) = 0.3352


Arrangement Q

A 2-piece molecular cluster, C4H15N2O2 overall. Source: the OMol25 dataset; level of theory: ωB97M-V with the def2-TZVPD basis set.

Geometry (Å):
C1 0.1472 0.4002 -1.4522
O1 0.9859 1.5553 -1.3012
C2 -0.4370 0.2237 -0.0516
C3 -1.1985 -1.0202 0.2216
C4 -2.4743 -0.8067 1.0632
N1 -2.1569 -0.1259 2.3169
N2 0.8191 0.3057 0.9093
H1 0.7512 -0.5425 -1.5538
H2 -0.4881 0.5310 -2.3118
H3 0.9998 2.2139 -2.0156
H4 -1.1234 1.1633 0.0987
H5 -0.6672 -1.9746 0.4594
H6 -1.4676 -1.3891 -0.7934
H7 -2.7728 -1.8761 1.2204
H8 -3.2065 -0.1463 0.5738
H9 -1.7299 -0.6272 3.0798
H10 -3.0457 0.1748 2.6594
H11 0.4718 0.2988 1.8648
H12 1.0568 1.3012 0.6894
H13 1.6842 -0.2302 0.7916
H14 4.3873 0.9719 -2.2471
H15 5.1176 -0.4538 -2.2482
O2 4.3472 0.0528 -1.9736

- charge = +1
- orbital gap (Eh) = 0.3806


Arrangement R

A 2-piece molecular cluster, C4H15N2O2 overall. Source: the OMol25 dataset; level of theory: ωB97M-V with the def2-TZVPD basis set.

Geometry (Å):
N1 1.1908 -0.2745 -1.2344
C1 0.1660 -1.3548 -1.3576
C2 -1.0032 -1.2028 -0.3412
N2 -1.8369 -0.0329 -0.6670
C3 -1.8096 1.1244 0.2897
C4 -0.9263 1.1451 1.4567
O1 0.5019 1.2796 1.1229
H1 0.7094 0.6383 -1.3390
H2 1.9650 -0.2876 -1.8862
H3 1.8492 -0.1788 -0.3077
H4 -0.1927 -1.2761 -2.3759
H5 0.8084 -2.2442 -1.3038
H6 -1.4501 -2.2359 -0.4479
H7 -0.6182 -1.1869 0.6605
H8 -2.7953 -0.3465 -0.6958
H9 -1.5297 2.0008 -0.3130
H10 -2.8117 1.3786 0.6659
H11 -0.9210 0.2649 2.0905
H12 -1.1265 2.0629 2.0381
H13 0.6396 2.2295 0.9936
H14 3.4990 0.0060 0.5614
H15 2.8012 -0.7777 1.6759
O2 2.8907 -0.7315 0.7145

- charge = +1
- orbital gap (Eh) = 0.3633


Arrangement S

A 3-piece molecular cluster, C4H15N2O2 overall. Source: the OMol25 dataset; level of theory: ωB97M-V with the def2-TZVPD basis set.

Geometry (Å):
C1 -0.0181 -0.3072 -1.3074
C2 -0.1884 0.7228 -0.2068
C3 -0.1717 0.1206 1.1585
C4 0.8693 0.1664 2.0071
N1 0.9719 -0.4898 3.1843
N2 -1.2821 -1.1549 -1.3714
H1 0.7449 -1.0130 -1.0022
H2 0.1720 0.1242 -2.2841
H3 0.6669 1.3709 -0.3482
H4 -0.9460 1.5039 -0.3440
H5 -1.1052 -0.2618 1.5857
H6 1.7392 0.7457 1.7486
H7 0.2795 -1.1546 3.4693
H8 1.6112 -0.2776 3.9307
H9 -1.3869 -1.6578 -0.4898
H10 -2.0951 -0.5475 -1.5593
H11 -1.2117 -1.8837 -2.0795
H12 4.1798 2.1366 -0.0408
H13 4.6542 0.6839 -0.0817
O1 3.8676 1.2294 0.0362
H14 -4.3911 -0.8433 -2.9353
H15 -4.2880 0.5297 -2.3624
O2 -3.7706 -0.2833 -2.4508

- charge = +1
- orbital gap (Eh) = 0.3028


What should be chosen as the most stable of them? Choose arrangement S.


Arrangement P

An isolated ion of composition C2H2N3O and charge +1. Source: the OMol25 dataset; level of theory: ωB97M-V with the def2-TZVPD basis set.

Geometry (Å):
C1 -0.6360 0.7799 0.3741
C2 0.7844 -0.9888 -0.2113
N1 -0.0610 0.4618 -1.8370
N2 -0.5570 0.8665 -0.9153
N3 0.1464 -0.3873 0.7507
O1 1.3812 -1.4637 -1.0346
H1 -1.2136 1.5080 1.0677
H2 0.1556 -0.7764 1.8056

- charge = +1
- orbital gap (Eh) = 0.2912


Arrangement Q

A 2-piece molecular cluster, C2H2N3O overall. Source: the OMol25 dataset; level of theory: ωB97M-V with the def2-TZVPD basis set.

Geometry (Å):
C1 0.8975 -1.0804 0.3992
C2 -2.1211 0.1007 -0.1223
N1 -0.9964 0.5241 0.0316
N2 1.6897 1.0889 0.0243
N3 1.2784 -0.0174 0.0196
O1 -3.2168 -0.2346 -0.2104
H1 0.7942 -2.1155 0.6726
H2 1.6744 1.7341 -0.8146

- charge = +1
- orbital gap (alpha / beta) (Eh) = 0.2250 / 0.2272


What should be chosen as the most stable of them? Choose arrangement P.